No. 1
8
Properties=species:S:1:pos:R:3:forces:R:3:lowdin_charge:R:1 method="wB97M-V/def2-TZVPD" total_charge=0 spin_multiplicity=1 mol_weight_g_mol=209.87 homo_lumo_gap_ev="7.57 / 7.52" e_homo_ev="-7.84 / -7.79"
Br -0.327409 0.238082 -2.765390 0.1 0.0 0.0 0.758
C -0.207473 0.164928 -0.938116 -2.2 0.5 3.4 -0.751
C 0.876004 -0.325230 0.078629 0.1 0.0 -0.7 -0.781
Br 2.612098 -0.907869 -0.197934 -0.2 0.0 0.1 0.748
C 0.057965 -0.111551 1.106924 -0.3 0.1 0.0 -0.109
C -1.064727 0.393867 0.197795 2.6 -0.7 -3.2 -0.041
H 0.094643 -0.247110 2.165443 0.2 0.0 0.3 0.095
H -2.041100 0.794881 0.352649 -0.4 0.1 0.0 0.081

---

No. 2
9
Properties=species:S:1:pos:R:3:forces:R:3:lowdin_charge:R:1 method="wB97M-V/def2-TZVPD" total_charge=0 spin_multiplicity=1 mol_weight_g_mol=272.87 homo_lumo_gap_ev="6.74 / 6.72" e_homo_ev="-8.23 / -8.21"
C -0.553147 -1.042258 -0.559625 0.7 0.4 -0.8 -0.229
C 0.373080 0.049569 -0.621755 -2.1 -3.3 -2.7 -0.137
C -1.204639 -0.971956 0.701812 0.3 0.2 0.4 -0.588
C 1.603115 1.667435 0.198965 0.0 0.1 -0.1 -0.554
O 0.576023 0.865072 0.444966 0.8 0.3 -0.7 -0.272
Br -2.839860 -1.781561 0.999942 0.0 -0.3 -0.6 0.659
I 1.922234 2.795637 1.902747 0.1 0.2 0.4 0.819
H -0.761792 -1.872133 -1.438691 0.8 2.5 2.0 0.155
H 0.884985 0.290195 -1.628362 -0.5 -0.1 2.1 0.148

---

No. 3
9
Properties=species:S:1:pos:R:3:forces:R:3:lowdin_charge:R:1 method="wB97M-V/def2-TZVPD" total_charge=0 spin_multiplicity=1 mol_weight_g_mol=176.04 homo_lumo_gap_ev=7.86 e_homo_ev=-8.95
C -0.027164 0.051168 0.822670 3.2 1.7 2.0 -0.375
C -1.445207 0.102140 -2.540244 -1.0 1.2 -0.6 -0.014
C -2.685231 0.112440 -1.838596 0.2 -0.7 1.7 -0.765
C -1.848321 -0.247280 -0.776385 -0.7 0.7 -1.5 -0.568
N -0.780133 -0.735062 -1.646784 0.8 -0.4 0.3 -0.027
S -1.544073 0.573517 0.793851 -0.7 -0.1 -1.1 0.912
Br -4.300181 1.003544 -1.693882 0.0 0.0 -0.4 0.744
H 0.581550 0.734846 1.597473 -1.4 -1.6 -1.1 0.007
H 0.157130 -0.315411 -1.536823 -0.4 -0.7 0.6 0.087

---

No. 4
8
Properties=species:S:1:pos:R:3:forces:R:3:lowdin_charge:R:1 method="wB97M-V/def2-TZVPD" total_charge=0 spin_multiplicity=1 mol_weight_g_mol=120.97 homo_lumo_gap_ev=7.96 e_homo_ev=-10.18
C 3.018895 -0.293232 0.452136 1.8 -0.3 0.8 0.095
C 1.861195 -0.071239 0.029357 -4.4 0.6 -2.6 -0.251
C 0.664867 0.071379 -0.592503 -1.9 0.2 3.6 0.007
C -1.004390 0.119026 0.373791 1.9 -0.2 0.3 -1.049
Cl -1.612813 -1.466678 -0.146368 0.1 0.2 0.2 0.538
Cl -2.160218 1.401402 -0.027056 0.6 -0.1 -0.6 0.523
H 0.248808 0.044395 -1.602229 0.9 0.0 0.0 0.079
H -1.016345 0.194947 1.512871 1.0 -0.5 -1.7 0.058

---

No. 5
15
Properties=species:S:1:pos:R:3:forces:R:3:lowdin_charge:R:1 method="wB97M-V/def2-TZVPD" total_charge=+1 spin_multiplicity=1 mol_weight_g_mol=264.41 homo_lumo_gap_ev=9.24 e_homo_ev=-16.08
C 0.985234 -0.188495 -0.526670 4.2 -2.1 -2.1 -0.045
C -0.583066 1.005086 0.800776 1.0 0.0 -0.8 -0.605
C 0.280937 -1.190542 -1.545240 -1.4 4.1 -1.1 -0.549
C -1.322644 0.977846 2.192843 0.9 1.3 0.4 -1.160
O 0.139765 -0.017389 0.541576 -2.6 1.1 2.5 0.001
O 0.925489 -1.367443 -2.766894 0.3 -0.4 0.3 0.125
F -0.116077 -2.224992 -0.903626 0.1 -1.7 0.4 0.236
F -0.891536 -0.534534 -2.018465 1.5 -0.7 0.6 0.082
F -1.523459 -0.251289 2.586530 0.1 -0.7 -0.2 0.049
F 2.187332 -1.996601 -2.568505 -0.7 0.3 0.5 0.026
Cl -2.823807 1.880106 2.274452 0.9 -0.2 -0.3 0.778
Cl 0.046099 1.696397 3.251868 -1.2 -0.4 -1.1 0.704
Cl -0.542601 2.339042 -0.254266 -0.5 -0.9 1.2 0.965
H 1.865798 -0.960253 -0.123014 -1.9 2.6 -0.8 0.228
H 1.372535 0.833061 -0.941366 -0.7 -2.3 0.5 0.165

---

No. 6
8
Properties=species:S:1:pos:R:3:forces:R:3:lowdin_charge:R:1 method="wB97M-V/def2-TZVPD" total_charge=0 spin_multiplicity=1 mol_weight_g_mol=99.52 homo_lumo_gap_ev=11.31 e_homo_ev=-11.19
C 0.570219 -1.974860 -1.539118 -0.1 -1.1 -0.4 0.163
C 0.483926 -1.098291 -0.751230 -0.7 0.5 -0.8 -0.179
C 0.328856 -0.026290 0.159916 0.1 0.7 0.2 -0.701
Cl 0.073121 1.634663 -0.519644 -0.2 -0.7 0.0 0.627
C -0.606248 -0.361269 1.221063 -1.1 -0.2 3.5 -0.224
N -1.099395 -0.597228 2.259629 0.9 0.5 -2.9 0.174
H 0.495628 -2.847543 -2.118757 0.2 -0.4 -0.5 0.038
H 1.296576 0.003137 0.591515 0.9 0.6 1.0 0.102